Entry 1:
{"formula": "C4H11NO3", "method": "ωB97M-V/def2-TZVPD", "symbols": ["H", "H", "O", "C", "H", "H", "C", "H", "H", "H", "N", "C", "H", "C", "O", "H", "H", "O", "H"], "xyz": [[-2.03477, -1.06128, -2.00925], [-1.25843, -2.35374, -0.80621], [-0.05582, 2.16989, -2.95099], [-0.99508, -0.36309, -0.02839], [0.49568, -1.70497, 0.62420], [0.35816, 3.03525, -2.72004], [0.71893, -0.07465, 1.88896], [-0.68429, 2.11887, -2.16770], [-1.98456, -0.40738, 0.60132], [0.96907, -1.12507, -1.54954], [-0.03921, -0.86692, 1.04679], [0.05667, -1.16929, -2.14872], [0.18535, 1.42304, 2.86661], [-1.19251, -1.28714, -1.30732], [0.01288, 1.14069, 2.02978], [-0.74888, 0.51221, -0.55648], [0.11592, -0.05313, -2.70557], [1.71207, -0.23370, 2.64600], [-0.01986, -1.56536, -3.13043]], "forces_ev_per_angstrom": [[0.130, -0.024, 1.552], [-0.356, 1.591, -1.599], [-0.814, 1.045, 2.327], [-2.789, -2.395, 0.959], [-1.020, 0.820, 1.454], [-0.077, -0.780, -0.715], [-0.647, 4.140, 3.619], [0.827, -0.072, -1.624], [1.386, 0.866, -1.173], [0.294, -0.880, -0.607], [2.506, -1.597, -4.222], [-0.025, 4.718, -1.098], [1.032, 1.846, 3.965], [1.107, -2.546, 2.042], [0.150, -3.712, -4.409], [0.600, 2.214, 0.939], [-0.338, -1.991, 2.075], [-2.510, -1.325, -3.158], [0.543, -1.918, -0.329]], "mulliken_spin": [0.00, 0.00, 0.00, 0.00, -0.01, 0.00, -0.13, 0.00, 0.07, 0.01, 0.58, 0.02, 0.00, 0.01, 0.00, 0.03, 0.01, 0.43, 0.00], "total_energy_ev": -11947.148, "de_lowest_ev": 3.893, "orbital_gap_ev": [10.59, 4.58], "s2": 0.79, "e_lumo_ev": [-4.00, -9.96], "spin_multiplicity": 2, "e_homo_ev": [-14.6, -14.5], "total_charge": 1}



Entry 2:
{"formula": "C4H9NO2", "method": "ωB97M-V/def2-TZVPD", "symbols": ["O", "H", "H", "O", "H", "H", "H", "H", "C", "C", "C", "C", "H", "H", "H", "N"], "xyz": [[0.78555, -0.49029, 1.49183], [-0.79114, -1.49666, 0.62858], [0.20556, 0.05994, 2.08189], [-1.93831, 0.69594, 1.63918], [0.20857, -2.33409, -1.32782], [1.40176, 1.02216, -0.95104], [-1.95070, 2.17800, 0.25576], [1.39421, -0.93378, -1.50825], [0.04879, -0.84820, 0.24552], [-1.42038, 1.27070, 0.75167], [0.83460, -1.58299, -0.81021], [-0.56317, 0.59284, -0.33991], [-1.34204, 0.43213, -1.12180], [1.63601, -2.19990, -0.43170], [0.87427, 2.05684, 0.10642], [0.61641, 1.57738, -0.71011]], "forces_ev_per_angstrom": [[-0.330, 0.119, -1.093], [0.567, 0.730, -0.761], [0.476, -1.060, -1.072], [-0.159, -0.638, 2.408], [0.039, 0.844, -0.061], [0.734, -0.564, -0.380], [1.039, -0.138, 1.245], [-0.711, -0.140, 0.021], [-1.877, 2.120, 1.556], [-1.437, 0.586, -4.663], [0.797, -0.305, -0.265], [2.828, -0.474, 1.838], [0.970, 0.194, -0.023], [0.186, -0.169, 0.815], [0.304, 0.667, 1.345], [-3.425, -1.773, -0.909]], "lowdin_charge": [-0.09, 0.14, 0.09, 0.08, 0.09, 0.03, 0.15, 0.08, -0.33, -0.27, -0.06, -0.21, 0.14, 0.07, 0.03, 0.06], "total_energy_ev": -9877.126, "de_lowest_ev": 2.934, "orbital_gap_ev": 10.30, "e_lumo_ev": 0.47, "e_homo_ev": -9.8, "smiles": "C[C@@H](O)[C@H](N)C=O"}



Entry 3:
{"formula": "C6H10", "method": "ωB97M-V/def2-TZVPD", "symbols": ["H", "H", "C", "C", "H", "C", "H", "H", "C", "H", "C", "H", "H", "H", "C", "H"], "xyz": [[-0.80029, 0.63277, 1.40623], [-1.87767, 1.37296, -0.76775], [1.50757, -0.84217, -0.15770], [2.44075, -0.26341, 0.78648], [-0.46701, 0.05517, -2.47505], [-0.30279, 0.10675, -1.39998], [-1.31750, -1.02582, 1.08022], [3.17386, 0.37742, 0.28197], [-1.60700, 0.32099, -0.61999], [0.36715, 0.96176, -1.23724], [-1.55123, 0.02595, 0.88356], [1.86624, 0.36605, 1.48167], [-2.52321, 0.24250, 1.34279], [-2.40183, -0.28302, -1.06850], [0.54824, -1.00029, -0.87799], [2.94472, -1.04761, 1.34129]], "forces_ev_per_angstrom": [[-0.088, -0.064, -0.173], [-0.144, -0.151, -0.015], [-0.162, -0.511, 0.069], [0.191, -0.131, 0.170], [-0.277, -0.132, 0.001], [-0.163, 0.304, -0.234], [-0.011, 0.174, -0.092], [-0.029, -0.270, 0.075], [-0.149, 0.020, -0.070], [-0.558, 0.205, -0.267], [0.012, 0.008, -0.015], [0.204, -0.232, -0.036], [0.167, -0.016, -0.092], [0.038, 0.031, 0.058], [0.678, 0.670, 0.364], [0.291, 0.096, 0.257]], "lowdin_charge": [0.07, 0.10, -0.11, -0.09, 0.10, -0.23, 0.07, 0.09, -0.26, 0.11, -0.12, 0.08, 0.07, 0.10, -0.05, 0.07], "total_energy_ev": -6381.246, "de_lowest_ev": 2.613, "orbital_gap_ev": 10.19, "e_lumo_ev": 1.04, "e_homo_ev": -9.2, "smiles": "CC#CCCC"}



Entry 4:
{"formula": "C2H6N4S", "method": "ωB97M-V/def2-TZVPD", "symbols": ["S", "N", "C", "H", "H", "N", "C", "H", "H", "N", "H", "H", "N"], "xyz": [[-2.23119, -0.32653, -0.33995], [-1.14250, 0.21214, 0.93522], [0.22252, -0.85639, -1.35884], [1.77810, 0.01923, -0.46043], [0.81393, -1.20972, -2.27194], [0.98081, 1.12899, 1.47023], [0.19952, 0.63365, 0.55693], [-1.54657, 0.71121, 1.75958], [2.06491, 1.09242, 1.15382], [-1.05543, -1.09935, -1.31961], [-1.41304, -1.93535, -1.93072], [0.58565, 1.53223, 2.35632], [0.74330, 0.09745, -0.55062]], "forces_ev_per_angstrom": [[-0.263, 0.733, 0.503], [3.044, 1.421, -1.339], [-1.501, 0.364, -1.843], [-0.846, 0.368, -0.728], [-0.482, 0.012, 1.805], [2.429, 0.406, -1.346], [-4.218, -2.072, 3.428], [0.038, -0.749, -0.983], [-3.114, 0.870, 2.010], [0.452, -2.415, -1.117], [0.612, 1.965, 1.261], [1.129, -0.406, -1.035], [2.719, -0.497, -0.617]], "lowdin_charge": [1.12, -0.17, -0.05, 0.20, 0.22, 0.26, -0.34, 0.15, 0.25, -0.21, 0.22, 0.20, 0.14], "total_energy_ev": -18947.127, "de_lowest_ev": 0.347, "orbital_gap_ev": 8.18, "e_lumo_ev": -10.13, "e_homo_ev": -18.3, "smiles": "[NH2+]=C1NSNC=[NH+]1", "total_charge": 2}



Entry 5:
{"formula": "C2H6N2S2", "method": "ωB97M-V/def2-TZVPD", "symbols": ["H", "C", "C", "H", "N", "H", "S", "H", "S", "H", "H", "N"], "xyz": [[-0.25607, -2.40344, 1.16641], [0.07654, 1.10410, -0.48162], [-0.32773, -1.94345, 0.05323], [0.79805, 0.17366, 1.13749], [1.00185, 0.27176, 0.08152], [0.66189, 2.10585, 0.86675], [-0.75163, 0.83712, -1.87610], [-0.82523, 2.93820, 0.03076], [1.34172, -1.20293, -0.45650], [-1.04244, -1.09835, -0.24135], [-0.40890, -2.82470, -0.68005], [-0.26805, 2.04218, 0.39946]], "forces_ev_per_angstrom": [[-0.500, 1.534, -2.577], [-2.272, -1.086, -1.754], [1.237, -1.484, -0.266], [0.738, 0.809, -1.982], [0.019, 1.422, 3.742], [-1.443, 1.737, 0.616], [0.338, 0.150, -0.550], [2.067, -2.849, 1.134], [-0.691, -3.181, -0.762], [0.627, -1.650, 0.907], [-0.385, 1.250, 1.200], [0.265, 3.348, 0.292]], "lowdin_charge": [0.08, -1.10, -0.36, 0.13, -0.51, 0.11, 0.63, 0.17, 0.78, -0.01, 0.04, 0.04], "total_energy_ev": -26820.337, "de_lowest_ev": 1.477, "orbital_gap_ev": 9.06, "e_lumo_ev": 0.60, "e_homo_ev": -8.5, "smiles": "CSNC(N)=S"}



Entry 6:
{"formula": "C2H3N2O4", "method": "ωB97M-V/def2-TZVPD", "symbols": ["H", "O", "C", "O", "H", "N", "O", "N", "O", "H", "C"], "xyz": [[-0.02646, -0.81848, 1.29572], [1.89033, -0.11797, -1.12318], [-0.89216, 0.93531, 0.36191], [-1.72069, 1.09209, 1.22180], [-0.70220, 1.57088, -0.40926], [-0.26723, -1.13415, -0.60130], [-0.99795, -2.17641, -0.19978], [1.49568, 0.30515, -0.06687], [1.96135, 1.28946, 0.49562], [-0.78093, -0.72771, -1.36248], [0.04026, -0.21816, 0.38783]], "forces_ev_per_angstrom": [[0.628, 0.521, 0.324], [0.705, 0.014, 0.125], [1.382, -2.215, 2.762], [-1.138, 0.325, 0.282], [0.004, 2.306, -2.822], [-0.969, -0.350, -0.895], [-0.625, -1.739, 0.879], [-0.443, 0.950, -0.040], [0.092, -0.306, 0.326], [0.054, 0.834, -0.966], [0.310, -0.338, 0.024]], "lowdin_charge": [0.16, 0.05, -0.26, 0.03, 0.09, -0.22, -0.35, -0.35, 0.00, 0.10, -0.24], "total_energy_ev": -13287.592, "de_lowest_ev": 4.545, "orbital_gap_ev": [6.04, 6.04], "e_lumo_ev": [3.89, 3.89], "e_homo_ev": [-2.1, -2.2], "total_charge": -1}